# 1
C21H69N12O26P5 | wB97M-V/def2-TZVPD

Geometry as XYZ:
```
133
Properties=species:S:1:pos:R:3:mulliken_charge:R:1
C 0.566 -2.943 25.808 -0.119
O 1.725 -3.214 25.096 -0.168
P 2.515 -4.668 25.200 0.758
O 1.764 -5.992 25.044 -0.752
O 3.219 -4.535 26.614 -0.345
C 3.598 -3.196 27.121 -0.279
O 3.634 -4.473 24.066 -0.218
C 4.321 -5.502 23.483 -0.830
H 0.802 -2.077 26.428 -0.085
H 0.224 -3.770 26.431 0.374
H -0.251 -2.768 25.109 0.193
H 4.630 -3.271 27.464 0.336
H 2.902 -3.104 27.955 0.098
H 3.544 -2.341 26.448 0.039
H 5.405 -5.392 23.490 0.292
H 4.034 -5.567 22.433 0.291
H 4.241 -6.502 23.908 0.332
C -0.787 -1.152 19.071 -0.729
O -1.744 -0.191 19.556 -0.211
P -1.716 1.297 18.810 0.976
O -0.430 1.939 19.064 -0.739
O -3.003 2.124 19.310 -0.156
C -4.186 1.444 19.232 -0.668
O -2.002 1.015 17.253 -0.293
C -1.577 1.938 16.223 -0.703
H -0.219 -0.845 18.193 0.278
H -1.197 -2.121 18.786 0.296
H -0.061 -1.489 19.811 0.281
H -4.545 0.920 20.117 0.166
H -4.183 0.753 18.389 0.425
H -4.866 2.261 18.993 0.240
H -1.016 1.360 15.488 0.260
H -1.052 2.798 16.637 0.334
H -2.404 2.243 15.582 0.268
C 4.694 3.372 23.306 -0.716
O 4.380 2.796 24.523 -0.271
P 4.675 1.259 24.735 0.810
O 6.088 1.112 25.157 -0.753
O 4.218 0.462 23.324 -0.255
C 4.444 -0.915 23.110 -0.204
O 3.546 0.699 25.847 -0.310
C 2.237 1.195 25.728 -0.443
H 3.772 3.801 22.914 0.238
H 5.299 2.799 22.603 0.327
H 5.351 4.225 23.480 0.279
H 4.259 -1.386 24.075 -0.160
H 5.423 -1.170 22.704 0.329
H 3.551 -1.282 22.605 0.272
H 1.896 1.297 24.697 0.490
H 2.302 2.241 26.028 0.505
H 1.410 0.737 26.271 -0.011
C -2.948 -1.804 26.812 -0.506
O -2.937 -1.395 25.465 -0.515
P -2.152 0.038 25.203 0.035
O -0.802 0.246 25.741 0.618
O -2.321 0.157 23.630 -0.576
C -2.209 1.365 22.844 0.631
O -3.265 1.118 25.739 0.232
C -3.309 1.464 27.123 -0.880
H -2.867 -2.889 26.887 0.350
H -3.911 -1.635 27.294 0.290
H -2.126 -1.368 27.380 0.087
H -3.218 1.672 22.568 -0.099
H -1.693 1.279 21.888 0.040
H -1.863 2.189 23.469 -0.414
H -2.471 1.005 27.648 0.252
H -4.305 1.203 27.479 0.259
H -3.305 2.553 27.107 0.411
C -7.313 5.253 21.429 -0.676
O -6.677 4.892 22.673 -0.356
P -5.265 4.142 22.778 0.785
O -5.068 3.049 21.750 -0.382
O -4.072 5.349 22.650 -0.387
C -2.919 5.228 23.416 -0.420
O -5.219 3.599 24.288 -0.264
C -5.936 2.450 24.547 -0.611
H -8.166 4.620 21.183 0.294
H -6.631 5.226 20.578 0.281
H -7.769 6.242 21.394 0.290
H -2.920 4.482 24.211 0.097
H -2.777 6.200 23.888 0.296
H -2.034 5.147 22.785 0.319
H -5.925 2.182 25.603 0.144
H -5.482 1.667 23.938 0.263
H -6.959 2.494 24.173 0.344
N -0.101 5.368 25.056 -0.321
C 0.027 4.157 24.677 0.519
N -0.396 3.292 25.622 0.087
O 0.667 3.826 23.660 -0.679
H -0.715 5.326 25.858 0.137
H 0.122 6.092 24.388 0.310
H -0.765 3.705 26.466 0.165
H -0.166 2.324 25.453 -0.328
N 0.645 -0.440 28.804 -0.052
C 0.804 -1.424 29.594 0.807
N 0.867 -0.937 30.796 -0.342
O 0.808 -2.661 29.346 -0.896
H 0.797 0.510 29.109 0.202
H 0.453 -0.551 27.818 -0.425
H 0.924 -1.515 31.622 0.246
H 0.881 0.067 30.905 0.102
N -3.101 -2.507 30.554 -0.098
C -2.600 -1.940 31.608 0.438
N -1.763 -2.727 32.277 -0.247
O -2.895 -0.813 31.981 -0.786
H -3.772 -2.002 29.993 0.020
H -2.760 -3.406 30.245 0.291
H -1.423 -2.364 33.157 0.239
H -1.586 -3.689 32.025 0.157
N -1.815 -6.613 29.828 -0.419
C -1.288 -5.516 30.224 0.774
N -1.182 -4.656 29.256 -0.090
O -0.799 -5.326 31.296 -0.741
H -1.913 -6.689 28.826 0.186
H -1.638 -7.435 30.388 0.293
H -0.713 -3.797 29.505 0.001
H -1.445 -4.731 28.284 0.107
N -3.073 2.169 30.863 -0.194
C -3.233 2.725 32.009 0.656
N -3.404 1.705 32.842 -0.262
O -3.255 3.895 32.323 -0.708
H -3.203 2.733 30.035 -0.011
H -2.770 1.209 30.777 0.192
H -3.382 1.898 33.833 0.181
H -3.462 0.768 32.468 0.373
N -7.248 -0.642 30.250 -0.326
C -6.081 -0.313 30.134 0.387
N -5.905 0.750 30.805 -0.284
O -5.179 -0.899 29.590 -0.725
H -7.514 -1.584 30.002 0.292
H -7.705 -0.096 30.967 0.152
H -4.960 1.092 30.903 0.147
H -6.653 1.044 31.418 0.176
```

The SMILES is COP(=O)(OC)OC.COP(=O)(OC)OC.COP(=O)(OC)OC.COP(=O)(OC)OC.COP(=O)(OC)OC.NC(N)=O.NC(N)=O.NC(N)=O.NC(N)=O.NC(N)=O.NC(N)=O. The value obtained for the LUMO energy is -0.01 eV. The HOMO-LUMO gap is 9.57 eV. The energy above the lowest of the compared OMol25 structures with the same formula, charge and spin comes out at 136.19 kcal per mole. The HOMO energy is -9.580 eV.


# 2
C21H69N21O12 | wB97M-V/def2-TZVPD

Geometry as XYZ:
```
123
Properties=species:S:1:pos:R:3:mulliken_charge:R:1
C 1.955 2.795 1.130 -0.811
O 1.727 1.881 0.146 -0.224
C 0.368 2.026 -0.398 -0.908
C -0.112 0.782 -1.315 0.466
C -0.275 -0.520 -0.627 -1.474
N 0.927 0.545 -2.319 -0.677
H 1.203 2.636 1.904 0.304
H 1.886 3.848 0.858 0.293
H 2.912 2.682 1.640 0.288
H -0.366 2.186 0.392 0.492
H 0.383 2.892 -1.060 0.399
H -1.074 0.958 -1.796 0.296
H 0.644 -0.870 -0.158 0.271
H -0.610 -1.185 -1.423 0.362
H -1.088 -0.640 0.088 0.383
H 1.778 0.110 -1.992 0.263
H 1.320 1.431 -2.603 0.260
C -2.567 -9.922 6.164 -0.725
O -2.272 -8.972 5.172 -0.345
C -1.350 -9.300 4.132 -0.697
C -1.130 -8.174 3.104 0.255
C -0.784 -6.827 3.762 -1.406
N -2.142 -7.898 2.127 -0.616
H -2.552 -9.428 7.136 0.240
H -1.772 -10.667 6.196 0.336
H -3.578 -10.318 6.069 0.238
H -0.394 -9.594 4.564 0.445
H -1.727 -10.178 3.608 0.373
H -0.285 -8.480 2.487 0.343
H 0.215 -6.890 4.192 0.360
H -1.397 -6.613 4.637 0.279
H -0.772 -6.011 3.039 0.364
H -2.956 -8.040 2.707 0.292
H -2.014 -8.697 1.522 0.268
C -4.255 -0.056 -6.895 -0.832
O -3.471 1.138 -6.779 -0.219
C -3.901 2.128 -7.756 -0.761
C -3.034 3.439 -7.471 0.416
C -3.251 4.033 -6.043 -1.328
N -3.250 4.554 -8.378 -0.732
H -4.343 -0.428 -7.916 0.310
H -5.283 0.053 -6.550 0.332
H -3.861 -0.884 -6.306 0.259
H -3.837 1.847 -8.807 0.394
H -4.925 2.484 -7.645 0.294
H -1.970 3.224 -7.571 0.289
H -2.617 4.919 -6.084 0.407
H -2.728 3.384 -5.340 0.306
H -4.249 4.351 -5.742 0.328
H -2.474 5.193 -8.273 0.271
H -4.044 5.143 -8.175 0.262
N -0.660 7.969 -1.672 -0.373
C -1.457 7.644 -0.722 0.699
N -0.716 7.475 0.353 -0.406
O -2.669 7.433 -0.883 -0.676
H 0.309 8.162 -1.461 0.134
H -0.974 7.930 -2.631 0.216
H -1.210 7.200 1.190 0.235
H 0.184 7.931 0.308 0.172
N -4.679 -5.211 -1.956 -0.350
C -5.323 -4.166 -1.472 0.651
N -4.987 -4.094 -0.193 -0.338
O -6.058 -3.405 -2.066 -0.628
H -4.087 -5.657 -1.271 0.109
H -4.612 -5.394 -2.947 0.213
H -4.994 -3.246 0.356 0.223
H -4.445 -4.875 0.147 0.117
N 4.393 3.229 7.180 -0.372
C 3.803 2.614 8.172 0.659
N 4.348 1.550 8.686 -0.405
O 2.760 2.960 8.685 -0.677
H 5.304 3.021 6.798 0.170
H 3.989 4.134 6.985 0.238
H 5.268 1.271 8.376 0.162
H 3.761 0.935 9.231 0.224
N 8.551 1.603 2.781 -0.444
C 8.574 2.925 2.615 0.616
N 9.109 3.565 3.615 -0.370
O 8.140 3.357 1.550 -0.663
H 8.535 1.183 3.699 0.201
H 8.001 1.141 2.071 0.241
H 9.207 4.568 3.539 0.230
H 9.519 3.073 4.396 0.191
N -6.168 1.421 -1.113 -0.401
C -5.618 1.781 0.060 0.685
N -5.441 3.101 0.097 -0.383
O -5.463 1.030 1.032 -0.668
H -6.549 0.491 -1.221 0.224
H -6.529 2.055 -1.812 0.180
H -5.517 3.702 -0.712 0.170
H -5.154 3.463 0.995 0.198
N 6.546 -0.865 -2.294 -0.470
C 5.883 -0.823 -3.432 0.614
N 5.240 -1.974 -3.596 -0.520
O 5.828 0.097 -4.167 -0.593
H 7.094 -0.049 -2.061 0.228
H 6.061 -1.409 -1.594 0.243
H 5.858 -2.710 -3.283 0.250
H 4.831 -1.990 -4.519 0.252
N 1.152 -2.568 -7.366 -0.410
C 1.235 -2.061 -8.566 0.634
N 0.856 -0.832 -8.525 -0.347
O 1.491 -2.672 -9.590 -0.649
H 1.672 -3.425 -7.243 0.222
H 0.954 -2.075 -6.508 0.192
H 1.059 -0.179 -9.268 0.189
H 0.249 -0.526 -7.778 0.172
N 4.196 -1.700 5.293 -0.385
C 3.932 -1.757 3.982 0.663
N 2.734 -1.320 3.694 -0.339
O 4.729 -1.978 3.145 -0.612
H 5.119 -1.769 5.696 0.192
H 3.495 -1.609 6.014 0.150
H 2.524 -1.054 2.743 0.177
H 2.140 -1.216 4.505 0.153
N -2.097 4.662 6.168 -0.404
C -2.469 4.407 4.968 0.682
N -2.150 3.188 4.689 -0.395
O -3.081 5.130 4.185 -0.679
H -1.406 4.080 6.619 0.169
H -2.352 5.548 6.581 0.219
H -1.870 2.722 5.540 0.172
H -2.502 2.790 3.830 0.240
```

The SMILES is COC[C@H](C)N.COC[C@H](C)N.COC[C@H](C)N.NC(N)=O.NC(N)=O.NC(N)=O.NC(N)=O.NC(N)=O.NC(N)=O.NC(N)=O.NC(N)=O.NC(N)=O. The value obtained for the LUMO energy is -0.42 eV. The HOMO-LUMO gap is 8.63 eV. The energy above the lowest of the compared OMol25 structures with the same formula, charge and spin comes out at 191.25 kcal per mole. The HOMO energy is -9.041 eV.